Entry 1:
Entry from OMol25: a 25-piece molecular cluster, C65H188N42O33 overall in a non-equilibrium geometry (ωB97M-V/def2-TZVPD).

Element x y z (Å)
C -1.1843 2.7429 0.6776
H -6.6087 4.0994 1.3043
H -3.8289 -0.4106 0.1172
H 2.6434 3.4652 -3.3129
H 10.9719 4.5210 2.4952
H -5.1371 5.3052 -0.2657
H -1.7595 4.8540 4.2895
H -7.3870 -0.7996 1.4872
N -1.6368 -1.6306 -6.1303
H -2.7350 -8.6345 -0.5713
H 5.9123 7.1685 1.6814
H -3.4027 -7.2145 1.3643
H -0.2923 -7.8708 4.4709
H -4.1499 2.5351 4.2326
C 6.0496 4.5401 3.7371
H 1.4820 4.1504 3.1338
H 5.8292 5.9527 -2.2496
H 4.4085 -1.5411 3.4911
N 6.8818 5.2273 2.7481
H 4.4517 -3.7164 2.2871
H 0.3589 -1.7081 -5.7479
N -3.7479 2.3622 5.1297
C 8.1424 9.0767 -2.5387
H 7.4844 9.5825 -1.8107
N -1.9320 6.0126 -3.2795
C 4.6656 4.1301 3.2426
H -1.0041 -1.1194 -10.6707
H -4.4482 4.8924 -2.7031
H 3.1892 -5.6331 1.5933
C -2.6880 -6.9206 0.6161
H 1.1350 -5.0009 4.3666
H 2.6551 -4.4665 0.3285
H -2.6205 -1.4153 4.6235
H -2.5017 1.5222 1.9188
H 2.7540 -0.7987 -6.6938
O 9.5035 5.0466 1.1547
C -2.6332 -0.9572 -6.8578
C 2.4574 -4.8376 1.3613
C -2.6572 -4.9194 1.7032
H 2.8847 -2.5034 0.0681
H -3.4098 -1.6195 -7.3157
H -3.1417 2.0292 0.4508
O -1.0310 7.4121 -0.8494
H 0.8259 4.2413 0.8942
H -5.4896 -1.7990 -1.3786
H -6.4496 -5.5179 -1.4311
H 0.6230 -8.8768 1.2952
H -1.1630 -7.9378 -5.1663
H 8.7800 4.5697 3.6339
N 0.7438 -4.2325 4.9541
N -8.1231 -2.4457 3.7672
H -1.5188 -8.7970 0.7688
C 3.8985 7.0257 1.6385
H -6.9246 1.7403 4.3610
O -7.2883 -3.7935 2.1743
N -9.3229 -7.0263 -0.9805
N -1.8967 0.4159 0.1402
O -4.8428 -4.7486 -1.9597
H 3.6702 4.6940 -0.8506
O 1.5726 -6.1260 -1.2857
H -2.6770 -2.7806 0.2128
H -0.2192 1.3627 2.7431
H -9.4006 -4.5495 1.7769
N 3.7389 7.6586 2.8145
H 1.8094 -1.5331 1.0334
C -2.7357 3.3768 5.3704
C -0.2944 -1.3096 -6.5459
H 7.8796 5.0745 -2.6304
H -7.2078 -2.0585 3.5258
C 3.5799 -2.0661 -5.2222
H -1.5412 -6.2008 -3.1280
C -1.2322 4.8682 -3.5180
H -1.7187 6.3161 -2.3773
H -4.1536 0.6014 -3.3252
C 7.7102 5.5766 -1.6659
C -0.0661 -3.2111 4.4967
H -9.9952 -7.2001 -1.6650
H 1.5497 5.8362 2.5368
H -6.3820 4.4821 -1.2165
H -2.5684 5.6264 1.9017
O -5.5543 -0.9502 3.5589
H 0.0044 2.3868 -2.7556
O -7.0875 3.1199 5.8882
O 6.1495 -5.0016 -2.5925
C 8.3092 5.4541 3.2228
C 4.0216 0.8354 -1.9147
H 4.7103 1.8151 5.4885
H -5.8058 1.8933 -0.4210
O -0.5566 4.3179 -2.6316
H -2.0342 -4.0074 1.8317
O 0.3410 -3.8196 -4.1708
H -5.3559 3.3753 -3.0197
H -5.8460 1.0590 2.1617
O -1.8337 -5.9478 1.2179
C -3.3584 5.5340 2.6252
H 6.4963 3.5265 4.0094
N 1.1862 4.7127 5.4944
C -4.7710 2.2507 6.1705
O -8.4071 -5.9355 -2.7429
H -2.2018 -9.4342 -5.1758
H 8.3869 6.1797 4.0514
N -0.0070 1.4342 -2.4702
C -6.3881 -1.6120 -0.7910
C 4.6507 1.9964 2.2723
H 2.7161 -1.3675 3.2564
H -2.5843 -1.9282 -1.3592
H -1.0914 -3.1926 -1.9531
N -7.0741 -6.1607 -0.9399
H -0.3073 -9.9896 -3.2441
H 3.7588 -4.6862 -3.2483
H -0.2523 -0.2413 -6.7263
N 0.9197 6.3475 -0.8058
C -6.6818 1.2679 1.4489
H -5.0389 3.3599 1.3683
N 6.2681 5.5592 -1.3795
C 2.7115 -0.4194 -0.4698
H -2.0243 4.4204 -5.4043
H -0.3382 -2.7031 -10.0957
N 3.6433 -6.9171 -1.5984
N 0.6029 8.3487 0.3030
H -3.1796 -3.3796 -3.0223
H -2.3962 -5.0857 -5.1868
C -0.4937 -8.9267 -2.9687
H -0.5570 -2.0247 2.9774
H -2.4985 0.8651 -5.6771
H -1.7332 -1.3687 -5.1165
C 6.0116 -4.0058 -1.8643
O 4.1389 4.8219 -2.8102
H -3.4382 -4.6848 0.9183
H 1.5218 8.3780 0.7181
H 6.2366 3.5956 -2.1066
H 6.0073 3.7783 -0.3098
H 4.0526 -0.3562 1.5677
C 0.1145 7.3436 -0.4391
H -2.1615 -0.4556 -7.6856
C -0.1794 -1.6299 -10.1624
H -0.5980 -9.0170 3.3563
H -3.8710 0.8389 -6.8501
H 5.8315 0.7793 7.5965
N 4.1260 0.9698 5.5926
O 1.6713 1.6160 4.2339
H -2.1190 6.7626 -4.0110
C -5.0121 -4.1868 -3.0503
H 1.4014 -0.0437 6.0830
H -0.6970 1.1812 -1.7639
N 2.9254 -4.8466 -2.6657
H -5.8530 3.8288 7.1783
H 6.1376 -4.9236 -0.1340
O -0.5733 -2.4596 5.3367
H -5.3953 1.3319 5.9606
H 10.8349 3.5192 1.0582
C -2.0181 -8.4696 -4.6596
O -1.8377 -8.5978 -3.2655
H -1.0121 0.1334 0.5010
H 4.4587 8.3108 3.1494
H 4.1666 -1.5048 -7.1868
H -5.7288 -0.0860 -3.8153
H 4.1925 3.4767 3.9522
H 3.5855 1.7710 2.4623
H -6.5758 -2.4175 -0.1279
H 0.1821 -8.2669 -3.5089
H -7.0509 -5.9616 0.0521
H -10.2463 -3.8789 3.0848
N 5.1427 0.0597 7.5517
C -7.2784 2.7494 4.6000
O 2.4433 -3.7454 2.2280
H -3.1495 4.1553 6.0521
C -2.3048 -1.8828 -0.2983
C 2.7854 4.5588 -3.1969
H -7.2236 -1.5039 -1.5169
N -0.2809 0.7489 3.5825
H 1.8111 -0.4086 -1.0102
H 6.2676 -3.1811 -0.1110
H -0.8346 -4.0690 -0.5198
C -0.2339 -8.7231 -1.4561
O 0.7367 0.7472 -4.5967
H -0.1556 -5.6024 -2.5624
N 5.1411 7.2179 1.0548
H 4.5536 -6.7138 -1.9155
C 2.7812 -1.5282 0.5348
H -0.4995 -9.6308 -0.8950
C -2.2674 3.9290 4.0443
C 5.7529 4.1855 -1.2635
N 3.4172 -1.5156 -6.5234
H -1.1889 0.3705 3.8916
H 1.7668 6.2020 -0.1506
N 1.1054 -8.0575 1.6870
C -2.2367 1.6766 0.8492
H 0.9859 3.0878 -0.4514
N -4.2398 -2.7689 3.4576
H -1.8201 3.0139 5.8152
O -3.3619 4.2183 3.1917
C 4.1264 0.0285 6.5953
H 3.4543 -7.7131 -1.0225
H -3.7851 -0.0362 5.0481
O -0.8862 -1.8811 -0.4099
H -3.4144 -3.1900 3.8548
N -6.1935 -4.2374 -3.6828
C 1.0173 3.1495 0.6161
H -8.8249 -1.7255 3.9202
C -3.3143 0.2705 -6.0978
H 5.3219 6.7129 0.1430
H 3.2185 1.0410 5.1269
O 2.9902 6.4015 1.1004
H -0.5466 3.4989 -4.9388
O 4.7244 3.3795 2.0187
N -4.0645 -3.2530 -3.4935
H -0.3641 -6.9487 -0.3921
C 3.6293 -1.8460 2.7943
H 3.6948 -3.7101 3.8723
H -9.1829 -7.9125 -0.5298
H -6.3004 -3.9669 -4.6657
H 5.1666 -0.7476 8.1341
C -5.7569 3.4055 6.2276
C -4.4750 -1.5059 3.8565
C 10.7963 4.5676 1.4348
O -4.3040 -0.3226 -5.2153
O 7.8519 7.6817 -2.7311
H 8.1919 5.0443 -0.8409
H 10.1278 6.4605 2.5046
H 1.9027 -7.7040 1.2568
H -6.7882 3.3992 3.9194
H 1.1724 5.0503 6.4077
H -3.4124 6.3649 3.3388
H 1.4664 -5.2221 1.3117
H -4.9277 -3.3299 2.9735
C 8.3089 6.9664 -1.6498
H -7.5269 1.6549 2.0464
C 4.2922 4.2277 -1.5708
H -0.0561 -0.6027 5.5303
N 0.5158 0.1976 5.6511
N -0.3461 -3.0163 3.1286
H -5.2963 1.4780 -4.5876
H 0.5052 -3.0987 -1.2661
O 3.2511 -0.8242 6.5576
N -9.5113 -3.7819 2.4112
C 0.9343 -7.7033 2.9546
N -1.5379 -4.5391 -5.2347
O -4.4497 3.6228 -1.1624
N 0.1616 -8.4942 3.8254
H 0.1235 9.2124 0.1460
O 1.4378 -6.7469 3.4170
C -4.4861 3.8508 -2.5653
C 1.3176 5.5992 4.5268
H 4.9525 0.8104 -2.4555
H -3.5861 3.4566 -2.9787
C -8.2590 -3.3370 2.7655
N 3.8991 -1.3561 1.5126
C -0.6281 -4.6662 -4.2368
H 11.6132 5.1728 0.9436
H 9.1068 9.1713 -2.0313
C 0.6904 0.8777 4.4797
H 0.9745 -4.2047 5.9005
H -6.8183 -4.9600 -3.2971
H 5.2264 1.6250 3.0985
O 1.2015 6.8167 4.7225
H 5.9215 5.1532 4.6297
H -4.3140 5.5519 2.0689
H 0.0427 -0.9972 -2.0536
H 7.9562 7.4316 -0.7477
H 2.0186 5.0133 -2.5576
O 3.7418 -0.4749 -1.4269
H -4.1871 -2.8782 -4.4365
O 4.3820 -2.9784 -5.1391
H 2.9445 7.3722 3.3515
C -5.8971 3.5351 0.6783
H -1.5576 3.2331 3.5700
C -4.8586 0.4947 -4.1340
H 4.9616 1.4576 1.3971
H -2.8513 -7.8419 -4.8702
H 2.1306 -4.4908 -3.1458
H 0.0946 -1.5346 -3.7588
N 0.0650 -0.7652 -3.0499
C -5.4908 4.3483 -0.5222
H 2.7520 0.5294 0.1428
N 1.3393 5.1554 3.2715
C -7.1487 0.0185 0.7377
H -2.8061 -0.8862 1.5146
C -8.2505 -6.4084 -1.5797
H -8.0814 0.1986 0.1905
H 3.9445 4.9279 3.0241
N -1.2200 4.2617 -4.7932
N 5.8364 -2.7756 -2.3877
H -1.0803 2.9901 -0.3655
C 2.6804 -5.9381 -1.8136
H 3.2484 1.3099 -2.5314
H 2.7639 4.9391 -4.2164
H -1.4887 -3.7004 -5.8164
H 0.4600 5.4932 -1.0336
H 1.9632 2.8279 1.0141
H 8.6490 6.8075 1.6429
N 2.8991 -1.5341 -4.1468
N 6.0103 -4.0387 -0.5376
H 3.9477 3.2068 -1.6001
C -0.5641 -3.1244 -1.0094
N -0.9319 -7.6105 -0.9104
H 2.8833 -2.0490 -3.3228
C 0.2883 0.5183 -3.4491
C -2.8263 -0.6744 0.4296
H -3.1116 -5.2240 2.6478
O 0.0739 2.2517 1.0781
N -3.5619 -1.0450 4.7338
O -6.1024 -0.3960 -0.0638
H 0.6371 -1.3062 -10.8431
H 4.1468 1.4246 -0.9886
H 9.4277 6.9930 -1.5723
H 1.4579 3.7545 5.4211
H -1.3835 3.6317 1.2362
H -3.1898 -6.4961 -0.3004
C -1.9598 -8.1063 -0.0032
H 0.8579 -8.6212 -1.3711
H -4.3228 2.0527 7.1151
C 0.0599 -2.0570 -7.8158
H -0.8053 -2.6773 -7.9393
C 9.2077 6.0108 2.1191
H 2.3097 -0.6807 -4.1708
H 0.4582 -3.2873 2.5636
H 5.6141 -2.7907 -3.3437
H -8.3547 2.6597 4.3348
H 5.2162 -2.1518 -1.8800
H 6.9849 4.7054 1.8887
N -6.4121 2.2168 0.3499
C 3.5871 -3.3273 2.8604
O -0.0400 -1.0643 -8.8927
H 8.1147 9.6076 -3.4904
H -5.3445 4.1810 5.5432
H 1.0644 -2.5392 -7.8198
N -0.6789 -5.7675 -3.4145

Kohn-Sham gap	8.22	eV
total energy	-7372.44631	Ha
LUMO energy	0.25	eV
total charge	0

Mulliken population analysis, charges in e, atoms 1 to 99:
1 C -1.1128
2 H 0.5263
3 H -0.3644
4 H 0.0914
5 H 0.4114
6 H 0.5478
7 H 0.7006
8 H -0.3427
9 N 0.4206
10 H 0.3964
11 H 0.1512
12 H 0.6647
13 H 0.2813
14 H -0.1934
15 C -1.3301
16 H -0.5786
17 H 0.1997
18 H 0.6432
19 N 0.3905
20 H 0.3736
21 H -1.1689
22 N 0.5115
23 C -0.8081
24 H 0.2904
25 N -0.2578
26 C 0.8912
27 H 0.2431
28 H 0.5515
29 H 0.3384
30 C -0.5366
31 H 0.1691
32 H -0.4457
33 H 0.0109
34 H -0.3859
35 H 0.1413
36 O -0.2081
37 C -1.0127
38 C 0.2588
39 C -0.0675
40 H -0.8664
41 H 0.2732
42 H -0.0955
43 O -0.7937
44 H -0.3409
45 H -0.0902
46 H 0.0337
47 H 0.1812
48 H 0.3215
49 H 0.4492
50 N -0.1619
51 N -0.2418
52 H 0.3346
53 C -0.2506
54 H 0.0552
55 O -0.4598
56 N -0.5228
57 N 0.6053
58 O -0.6612
59 H -0.6018
60 O 0.3792
61 H -0.4736
62 H -1.5145
63 H 0.2445
64 N -0.1549
65 H -0.3767
66 C -1.1587
67 C 1.1219
68 H 0.3662
69 H -0.1247
70 C 0.4967
71 H 0.2235
72 C -0.1268
73 H 0.2563
74 H 0.1625
75 C -0.8886
76 C 0.0486
77 H 0.2882
78 H -0.3442
79 H 0.4194
80 H 0.3647
81 O -0.6128
82 H -0.7271
83 O -0.4837
84 O -0.7042
85 C -0.8331
86 C -0.3043
87 H 0.1651
88 H 0.0926
89 O 0.1701
90 H -0.5047
91 O -0.3158
92 H 0.2898
93 H -0.3416
94 O -0.0602
95 C -1.0579
96 H 0.2321
97 N -0.0930
98 C -0.7746
99 O -0.7600

***

Entry 2:
Entry from OMol25: a 10-piece molecular cluster, C65H48BrN2O19PS overall (ωB97M-V/def2-TZVPD).

Element x y z (Å)
H -0.6169 11.2316 -11.0083
H -1.3579 4.2687 -8.4897
H 0.8658 5.7990 2.6036
H 4.1602 3.1218 3.1713
O -0.1239 -5.6782 3.8239
H 3.8419 -1.2340 3.1501
C 0.3748 3.6272 -5.2137
O 2.9657 5.6324 -1.3308
H -2.7603 -8.1704 -8.6710
H 2.7035 6.8868 7.0902
O 5.0209 4.4800 4.1321
C -0.8534 4.1191 -7.5396
C -0.7264 -4.3099 5.6429
C -0.5047 10.3194 -10.4364
C 0.2426 4.9371 -5.7315
O 0.9790 -5.2942 -1.5288
C -4.8110 -9.4642 9.7223
O 4.2700 0.9139 4.5326
C -4.1618 -7.1031 9.0524
C 0.4567 -2.5768 2.3826
H 0.9915 -3.5825 0.5894
H 1.9946 -6.6568 -3.4831
O -2.3584 2.9754 3.8394
C 0.7691 6.0363 -5.0215
C -1.7800 4.7150 5.3214
H -1.9622 -0.6189 -5.1251
C -0.9373 -5.4296 7.8134
C -0.9948 5.7607 5.5680
C 1.3060 -5.8779 -3.7856
H 0.2084 11.2116 -8.6504
O 0.7776 7.1268 4.8103
C 1.3968 5.8242 -3.8379
H -0.5703 -7.5881 7.8381
C 0.6809 -1.4408 0.2260
C -0.0654 10.3087 -9.1813
C -0.2905 7.7777 -9.1236
H -1.0034 6.8896 -10.9125
C -0.6572 4.4057 3.0663
C -2.6780 -7.1996 -5.3543
C -0.7437 -0.1115 -3.3821
H -3.4004 -6.4531 8.6453
H -0.2410 0.8493 2.6505
C 0.3102 -0.1506 0.8605
H -0.5623 3.8264 2.1592
C 1.5287 4.5169 -3.3044
C -1.6658 3.9455 4.0533
C -0.9911 -4.2283 6.9437
C 3.4578 0.9959 0.5308
H 2.8815 5.7242 4.8986
C 0.0578 -4.5603 -5.4394
O 3.1962 1.0082 -0.6531
C -0.7213 2.8012 -7.0198
H -2.5734 -6.1181 -7.2541
C -2.0899 -0.2341 -4.1144
Br 0.4911 4.1107 -0.4378
O -1.2698 9.0732 -12.2805
H -5.6413 -5.6204 9.3784
S -0.5000 1.5506 -2.6952
O -0.2146 -4.3498 -6.6027
H 0.6666 7.0260 -5.4486
H -2.5702 0.7396 -4.1870
C 3.7902 -0.3131 2.5827
C 3.7068 2.2471 1.2922
C -0.5407 -3.7602 -4.3455
H 3.6607 3.1697 0.7276
H -0.1788 6.8687 -8.5446
H -1.1295 1.9641 -7.5763
C -0.8715 9.0607 -11.1363
C 3.6028 6.3706 6.7789
H 6.9840 4.5683 5.8241
C 4.9426 5.0534 5.1987
C -2.7663 -8.2047 -7.5891
C 1.0268 3.4242 -3.9718
O 0.4756 9.0298 -7.2815
C -6.3690 -7.5871 10.0079
O -2.7133 -8.9398 8.7910
P 2.3544 4.1772 -1.7165
C -0.2417 -4.0005 -3.0719
C -3.7975 -8.5378 9.1576
H 6.8121 5.7379 8.0251
H -0.7507 -3.4436 4.9938
C 1.0052 -5.6403 -5.0589
H -2.7712 -0.8832 -3.5639
C 3.9736 2.2221 2.5958
C 3.5251 -0.2863 1.2797
C 3.6970 5.7464 5.6091
C 6.0865 5.0817 6.1448
C 0.1133 5.4603 3.3053
O -2.9758 -10.5488 -7.6638
N -0.3871 5.1678 -6.9189
H -2.5201 4.3616 6.0278
H -4.5212 -10.5052 9.7891
O -7.4560 -7.1894 10.3646
H 1.8198 6.6631 -3.3028
H 0.0619 -0.2895 -4.0917
H 1.3900 1.3238 -4.1663
C -5.3533 -6.6617 9.4447
C 5.9944 5.7040 7.3166
O 4.6659 6.9657 8.7945
C 0.7288 -2.6528 1.0820
H -1.2521 -3.2952 7.4267
H 0.2816 0.7104 0.2001
C 0.7042 -5.0747 -2.6897
C 0.0755 9.0371 -8.4266
H -0.0590 -7.7392 5.3942
H -2.9786 -10.6321 -5.0753
O -1.1834 -5.3646 8.9999
C -2.7952 -8.5466 -4.7418
O -0.1540 -1.2219 4.2092
N -0.1190 2.5526 -5.8905
H -6.7588 -9.6774 10.5308
C -0.3666 -5.6055 5.0118
H 2.3192 6.3434 -1.2276
H 0.4780 -3.4457 3.0283
C -2.8921 -9.6381 -5.4952
C 1.1051 2.0413 -3.4007
C 0.0342 -0.0771 2.1605
H -0.6455 -0.8311 -2.5836
C 0.0905 -1.2856 3.0205
H 1.8469 1.9855 -2.6043
O -2.5827 -6.2026 -4.6705
C 4.7454 6.3984 7.7272
H -0.6667 -3.4312 -2.2555
C -2.8870 -9.5538 -6.9792
H 1.4298 -6.2112 -5.8753
C -2.6699 -7.1125 -6.8362
C -0.3175 -6.8073 5.8806
H 3.3453 -1.1839 0.6999
O 0.9400 -1.4935 -0.9571
C 4.0328 0.9399 3.3450
H -1.2330 -2.9822 -4.6408
C -0.5830 -6.7273 7.1817
H -1.0444 6.3237 6.4914
C -0.7294 7.7916 -10.3797
H -2.7962 -8.5802 -3.6596
C -6.0021 -9.0235 10.1166
C 0.0166 6.2107 4.5786

Kohn-Sham gap	6.60	eV
total energy	-7358.09698	Ha
SMILES	CCSCc1c(P(O)Br)ccc2nccnc12.O=C1C=CC(=O)C=C1.O=C1C=CC(=O)C=C1.O=C1C=CC(=O)C=C1.O=C1C=CC(=O)C=C1.O=C1C=CC(=O)C=C1.O=C1C=CC(=O)C=C1.O=C1C=CC(=O)C=C1.O=C1C=CC(=O)C=C1.O=C1C=CC(=O)C=C1
LUMO energy	-1.71	eV
total charge	0

Mulliken population analysis, charges in e, atoms 1 to 99:
1 H 0.3965
2 H 0.3918
3 H 0.5237
4 H 1.0532
5 O -0.5232
6 H 0.4519
7 C -0.0384
8 O -0.5154
9 H 0.4092
10 H 0.4760
11 O -0.5451
12 C -0.2011
13 C -0.1488
14 C -0.4516
15 C 0.1911
16 O -0.5489
17 C -0.3806
18 O -0.5997
19 C 0.1116
20 C -0.2667
21 H 0.5981
22 H 0.4479
23 O -0.5485
24 C -0.8881
25 C -0.4978
26 H 0.2790
27 C 0.4390
28 C -0.4654
29 C -0.4096
30 H 0.4206
31 O -0.5807
32 C -0.9799
33 H 0.4138
34 C -0.1095
35 C -0.4207
36 C -0.0006
37 H 0.4193
38 C -0.0173
39 C 0.4301
40 C 0.4097
41 H 0.1623
42 H 0.6124
43 C 0.0461
44 H 0.0797
45 C 1.1320
46 C 0.2242
47 C -0.6073
48 C 0.2979
49 H 0.3296
50 C 0.3500
51 O -0.5570
52 C -0.4982
53 H 0.4172
54 C -1.4700
55 Br 0.0029
56 O -0.5438
57 H 0.4232
58 S -0.1774
59 O -0.6163
60 H 0.5590
61 H 0.4467
62 C -0.5580
63 C -0.7125
64 C -0.3648
65 H 0.4984
66 H 0.3233
67 H 0.4304
68 C 0.2828
69 C -0.1586
70 H 0.4246
71 C 0.3155
72 C -0.3769
73 C 0.3245
74 O -0.5184
75 C 0.3487
76 O -0.5166
77 P 0.1061
78 C -0.0656
79 C 0.4714
80 H 0.4051
81 H 0.2424
82 C -0.3684
83 H 0.3674
84 C -0.5885
85 C -0.1540
86 C -0.0964
87 C -0.4645
88 C 0.1005
89 O -0.5440
90 N -0.4213
91 H 0.4183
92 H 0.4148
93 O -0.5405
94 H 0.3277
95 H 0.2275
96 H 0.4836
97 C -0.4871
98 C -0.4135
99 O -0.5407